48
Properties=species:S:1:pos:R:3:forces:R:3:lowdin_charge:R:1 method="wB97M-V/def2-TZVPD" gap_ev="4.42 / 5.02" s_squared=2.013 charge=-2 multiplicity=3 total_energy_ha=-1125.12378
Au 0.1131 -0.4566 -0.0211 0.06 -1.29 -0.72 1.04
C -0.8040 0.1743 2.5256 1.16 0.45 0.61 -0.23
C 0.3337 -0.6991 2.3940 0.03 1.58 0.06 -0.25
C 1.4474 0.0968 1.8744 -1.17 0.85 1.66 -0.25
H 0.4083 -1.7101 2.7795 -0.10 -0.01 -0.43 0.07
C 0.9836 1.4626 1.7990 0.08 -0.85 0.69 -0.21
C -0.3876 1.4921 2.1661 0.27 -0.72 0.66 -0.22
H -1.0216 2.3757 2.2052 0.12 -0.19 -0.20 0.06
H -1.7848 -0.1200 2.8870 0.08 0.03 -0.20 0.06
H 2.4751 -0.2424 1.8032 -0.23 0.06 -0.27 0.07
H 1.6108 2.3270 1.5911 -0.23 -0.27 -0.32 0.06
C -2.2519 -0.3225 -1.0702 0.11 1.23 -0.24 -0.23
C -2.4776 0.9217 -0.4186 -0.34 -0.37 -0.71 -0.22
C -1.6009 1.8915 -0.9792 -0.51 -0.09 -0.70 -0.21
H -3.2273 1.1060 0.3545 0.38 -0.11 -0.12 0.06
C -0.8593 1.2900 -2.0158 -0.58 -0.41 -0.15 -0.20
C -1.1575 -0.1280 -2.0180 -1.01 1.20 0.04 -0.26
H -0.8694 -0.8469 -2.7837 0.03 0.18 0.21 0.07
H -2.8830 -1.2083 -1.0204 0.41 0.06 0.33 0.07
H -1.5509 2.9416 -0.6774 0.08 -0.39 -0.09 0.07
H -0.2650 1.8105 -2.7728 0.19 -0.30 0.64 0.06
O 1.8816 0.5305 -0.8812 1.61 0.49 -1.22 -0.38
C 2.8121 2.4802 -2.7707 0.08 -0.07 -0.13 -0.37
C 3.4766 1.1917 -2.5819 0.32 -0.83 0.21 -0.20
C 2.7958 3.4560 -1.6823 -0.16 0.54 0.61 -0.09
C 2.1168 2.7658 -4.0318 -0.49 0.20 -0.42 -0.11
C 2.4698 0.1167 -2.0632 -0.82 0.56 1.36 -0.41
H 4.2867 1.2694 -1.8374 -0.19 -0.02 -0.08 0.10
H 3.9221 0.8219 -3.5175 0.04 0.01 -0.13 0.09
H 1.7086 -0.0515 -2.8505 0.04 -0.05 -0.28 0.08
H 3.0014 -0.8429 -1.9130 0.31 -0.17 -0.30 0.08
H 3.7255 4.0486 -1.6395 0.14 0.06 0.06 0.06
H 2.6697 2.9690 -0.7057 -0.01 -0.07 -0.21 0.07
H 1.9784 4.1720 -1.8120 -0.01 0.02 0.08 0.07
H 2.7902 3.1476 -4.8163 0.12 0.00 -0.14 0.06
H 1.3536 3.5381 -3.8826 -0.02 -0.08 -0.08 0.06
H 1.6159 1.8823 -4.4519 0.09 0.05 0.09 0.07
F -0.3048 -6.5559 -0.1380 -0.12 -0.11 0.06 -0.03
C -0.2908 -5.1747 -0.1015 0.31 -0.36 -0.15 -0.31
C -1.3037 -4.5300 0.5917 0.13 0.78 -0.18 -0.04
C -1.2640 -3.1134 0.6064 0.50 -1.68 -0.27 -0.12
C -0.2037 -2.4856 -0.0289 -0.49 1.38 0.26 -0.28
C 0.7876 -3.1469 -0.7133 -0.09 -1.55 0.03 -0.12
C 0.7595 -4.5468 -0.7626 -0.26 0.49 0.15 -0.04
H -2.0903 -5.1001 1.0916 0.25 0.06 -0.18 0.10
H -2.0321 -2.5448 1.1163 0.06 0.05 0.01 0.09
H 1.5800 -2.5840 -1.1897 0.06 -0.09 -0.06 0.07
H 1.5368 -5.0879 -1.2976 -0.26 -0.23 0.16 0.10


55
Properties=species:S:1:pos:R:3:forces:R:3:lowdin_charge:R:1 method="wB97M-V/def2-TZVPD" gap_ev=8.01 charge=+1 total_energy_ha=-3898.15538
Sr -0.1274 -0.9213 -0.7489 2.22 0.04 -2.81 1.43
O -3.5665 3.0604 -0.7730 -0.01 -0.06 0.06 0.05
C -3.1873 2.3797 -1.8986 0.12 -0.04 -0.34 -0.26
C -3.3012 2.9362 -3.1637 -0.03 0.08 0.10 -0.01
C -2.8857 2.2240 -4.2784 0.02 -0.02 -0.02 -0.07
C -2.3685 0.9486 -4.1330 0.02 -0.07 -0.07 -0.08
C -2.2783 0.3898 -2.8637 -0.03 0.06 0.06 -0.06
C -2.6666 1.0943 -1.7325 -0.12 -0.12 0.20 -0.11
C -2.5740 0.5033 -0.3174 -0.42 0.39 0.13 -0.46
O -2.1365 -0.7687 -0.2752 -2.05 0.25 0.35 -0.47
N -1.6649 1.3976 0.4784 -0.61 0.09 0.48 0.01
N -0.3602 1.1941 0.3373 0.39 0.96 0.42 -0.15
C 0.5146 2.0660 0.6810 -0.53 0.18 0.10 -0.18
C 1.9432 1.8474 0.6070 0.45 -0.02 -0.03 -0.56
Br 2.4946 0.0590 0.1410 0.66 0.58 0.28 0.81
C 2.8424 2.8186 0.7987 -0.18 -0.19 -0.03 -0.08
C 4.3054 2.8070 0.7226 0.22 0.07 -0.05 -0.24
C 4.9176 3.9029 0.1056 -0.06 -0.08 0.01 -0.04
C 6.2921 3.9545 -0.0422 0.02 0.01 -0.01 -0.07
C 7.0809 2.9274 0.4566 0.02 0.02 0.00 -0.07
C 6.4891 1.8621 1.1183 0.02 -0.02 0.02 -0.07
C 5.1117 1.7977 1.2510 -0.11 0.06 0.01 -0.07
H -4.0147 3.8747 -1.0224 -0.02 0.05 0.00 0.12
H -3.7197 3.9309 -3.2762 0.02 0.00 -0.01 0.12
H -2.9779 2.6675 -5.2606 0.00 0.00 0.00 0.11
H -2.0702 0.3780 -5.0023 0.00 0.01 0.00 0.11
H -1.9709 -0.6479 -2.7570 -0.09 0.03 -0.01 0.09
H -3.5547 0.6271 0.1659 0.06 0.13 -0.01 0.15
H -2.0000 2.3451 0.6182 0.14 0.06 -0.04 0.13
H 0.2123 3.0401 1.0682 0.00 0.00 -0.01 0.14
H 2.4112 3.8011 0.9746 -0.09 -0.03 0.03 0.13
H 4.3016 4.7104 -0.2722 0.02 0.00 -0.01 0.12
H 6.7488 4.7998 -0.5394 0.00 -0.01 0.00 0.11
H 8.1564 2.9664 0.3453 -0.01 0.01 0.01 0.11
H 7.1039 1.0805 1.5448 0.00 0.00 -0.01 0.11
H 4.6692 0.9832 1.8058 -0.04 -0.06 -0.03 0.09
C -3.6466 -4.4799 2.2519 0.05 -0.13 0.02 -0.07
C -2.9511 -5.7579 1.7857 0.08 0.22 -0.12 -0.40
C -3.3302 -6.1092 0.3483 0.01 -0.02 0.13 -0.07
C -1.4258 -5.6598 1.9666 -0.47 -0.44 0.04 -0.09
N -0.8548 -4.4607 1.3695 0.41 0.25 0.18 -0.08
C -0.4648 -3.3227 1.9657 -0.14 -0.12 -0.16 -0.08
N -0.0244 -2.5120 1.0393 0.04 -0.62 0.85 -0.08
N -0.1465 -3.1826 -0.1192 -0.03 -1.64 0.30 -0.18
N -0.6315 -4.3524 0.0653 -0.09 -0.01 0.02 0.12
H -4.7264 -4.6210 2.2425 0.00 0.04 0.00 0.09
H -3.4189 -3.6409 1.5899 -0.02 0.02 0.01 0.08
H -3.3544 -4.2138 3.2708 -0.03 0.03 0.00 0.08
H -3.2610 -6.5801 2.4352 0.05 -0.02 0.03 0.14
H -3.0210 -5.3253 -0.3431 -0.02 0.00 -0.04 0.07
H -4.4107 -6.2249 0.2668 0.00 0.01 -0.02 0.09
H -2.8664 -7.0464 0.0369 0.00 0.02 -0.04 0.08
H -0.9378 -6.5184 1.5076 0.09 0.05 0.02 0.13
H -1.1737 -5.6357 3.0254 0.08 0.06 -0.01 0.13
H -0.5214 -3.1201 3.0210 -0.03 -0.04 0.00 0.15


54
Properties=species:S:1:pos:R:3:forces:R:3:lowdin_charge:R:1 method="wB97M-V/def2-TZVPD" gap_ev=8.64 charge=0 e_above_lowest_kcal_mol=2.85 smiles="COC(=O)c1c(NC(=O)COc2ccc(Cl)cc2Cl)sc2c1CC(C)(C)NC2(C)C" total_energy_ha=-2543.72397
C -0.5713 3.8487 0.7186 -0.38 0.26 0.12 -0.04
O 0.1868 2.6834 0.4369 0.22 -0.32 -0.10 -0.04
C -0.4893 1.5281 0.4493 -0.22 -0.01 0.03 -0.42
O -1.6872 1.4874 0.6931 0.05 0.20 0.05 0.07
C 0.3121 0.3573 0.1385 -0.16 -0.46 -0.04 -0.09
C -0.2818 -0.8942 0.0740 0.29 0.15 -0.08 -0.41
N -1.6010 -1.1585 0.3201 -0.27 0.44 0.16 0.12
C -2.1282 -2.3987 0.2183 -0.44 0.11 0.14 -0.44
O -1.4739 -3.3686 -0.1055 -0.30 -0.23 0.02 0.01
C -3.6225 -2.4701 0.5259 0.23 -0.43 -0.13 -0.11
O -4.0720 -1.2485 1.0822 -0.18 0.00 0.15 -0.06
C -5.1153 -0.5871 0.4997 -0.25 0.21 -0.20 -0.28
C -4.9497 0.7793 0.2730 0.01 -0.27 0.07 0.02
C -5.9662 1.5467 -0.2587 -0.11 -0.10 -0.04 -0.09
C -7.1718 0.9448 -0.5853 0.21 -0.25 0.14 -0.68
Cl -8.4485 1.8819 -1.2669 -0.19 0.15 -0.10 0.68
C -7.3689 -0.4069 -0.3598 0.06 0.18 -0.04 -0.13
C -6.3490 -1.1667 0.1916 0.20 0.08 0.06 -0.56
Cl -6.6743 -2.8349 0.5276 -0.04 -0.06 0.08 0.74
S 0.8084 -2.1458 -0.3570 0.47 0.48 -0.02 1.21
C 2.1072 -0.9863 -0.4476 -0.36 0.25 0.13 -0.40
C 1.7094 0.2797 -0.1648 0.15 -0.28 -0.10 -0.18
C 2.6994 1.3963 -0.1768 0.30 -0.05 0.05 -0.07
C 4.1036 0.8512 0.1293 0.00 0.41 0.21 -0.56
C 5.1446 1.9383 -0.1557 -0.28 -0.21 0.00 -0.04
C 4.1872 0.4553 1.6145 -0.06 0.06 -0.25 -0.03
N 4.3734 -0.2359 -0.7953 0.15 0.01 -0.17 0.06
C 3.4890 -1.3946 -0.8507 0.05 -0.42 -0.25 -0.57
C 3.4549 -1.8584 -2.3191 -0.03 0.05 0.25 -0.03
C 3.9713 -2.5659 0.0242 -0.05 0.26 -0.06 -0.03
H -1.0424 3.7701 1.7009 0.05 0.05 -0.09 0.10
H -1.3507 3.9866 -0.0340 0.07 0.02 0.07 0.10
H 0.1305 4.6783 0.6958 -0.02 -0.05 0.00 0.10
H -2.1658 -0.3570 0.6150 0.18 -0.34 -0.10 0.13
H -3.7878 -3.2902 1.2343 0.04 0.15 -0.17 0.13
H -4.1398 -2.7154 -0.4070 0.08 0.05 0.10 0.12
H -4.0015 1.2271 0.5289 0.10 0.04 0.02 0.10
H -5.8229 2.6017 -0.4274 0.00 0.10 -0.02 0.11
H -8.3139 -0.8695 -0.5950 -0.07 -0.04 -0.01 0.11
H 2.4265 2.1565 0.5525 0.09 0.01 -0.02 0.12
H 2.7036 1.8613 -1.1656 0.04 0.12 0.00 0.14
H 6.1362 1.6023 0.1398 0.16 -0.02 0.05 0.08
H 5.1601 2.1646 -1.2183 -0.01 0.04 -0.12 0.08
H 4.9086 2.8447 0.3953 0.02 0.12 0.11 0.08
H 4.1304 1.3428 2.2404 -0.01 0.10 0.12 0.08
H 5.1305 -0.0479 1.8195 0.10 -0.05 0.04 0.08
H 3.3680 -0.2060 1.8855 -0.04 -0.09 0.08 0.08
H 5.3358 -0.5420 -0.7156 0.00 0.00 -0.01 0.13
H 4.4537 -2.1434 -2.6390 0.15 -0.07 -0.06 0.08
H 3.1089 -1.0446 -2.9500 -0.04 0.07 -0.04 0.09
H 2.7873 -2.7081 -2.4325 -0.05 -0.17 -0.10 0.07
H 4.9721 -2.8675 -0.2793 0.11 -0.07 -0.05 0.08
H 3.3022 -3.4149 -0.0919 0.00 -0.18 0.02 0.07
H 3.9940 -2.2864 1.0740 0.00 0.01 0.10 0.07


60
Properties=species:S:1:pos:R:3:forces:R:3:lowdin_charge:R:1 method="wB97M-V/def2-TZVPD" gap_ev="3.98 / 3.99" charge=+2 total_energy_ha=-2842.68015
Pt -0.1887 -0.1188 0.2254 2.49 0.85 -1.76 1.58
Cl 1.7843 5.6807 -4.1224 0.36 0.58 -0.49 0.76
C 0.9495 4.5396 -3.1962 0.47 -1.18 1.23 -0.67
C -0.4530 4.4163 -3.3279 0.82 0.12 0.20 -0.06
C -1.1193 3.4943 -2.5880 0.01 -1.21 0.73 0.02
C -0.4253 2.6193 -1.6638 2.61 1.70 -1.74 -0.34
O -1.0565 1.7626 -1.0281 -2.12 -3.09 3.16 -0.06
C 1.0192 2.7862 -1.5316 -0.86 -1.28 1.29 -0.11
C 1.8280 2.0489 -0.5862 -1.17 1.37 -1.60 -0.01
N 1.4744 1.1007 0.2079 -0.31 -1.50 0.59 -0.04
C 2.4425 0.6227 1.1564 -0.18 -0.07 0.22 -0.18
C 3.3600 1.4284 1.7762 -0.07 -0.07 0.02 0.02
C 4.3472 0.8593 2.6093 0.03 -0.07 -0.03 -0.02
C 4.4181 -0.4927 2.7950 0.03 0.04 0.01 0.01
C 3.4605 -1.3460 2.1949 0.05 -0.15 -0.11 -0.12
C 3.4567 -2.7588 2.3074 0.02 0.12 0.01 0.05
C 2.4892 -3.4904 1.6778 -0.07 0.09 -0.09 0.01
C 1.4657 -2.8224 0.9765 -0.33 -0.31 -0.06 -0.05
N 1.4452 -1.5161 0.8837 -1.26 0.81 0.29 0.03
C 2.4413 -0.7697 1.4230 0.09 0.76 -0.21 -0.16
C 1.6639 3.7314 -2.2943 -0.27 1.95 -1.88 -0.05
H -0.9724 5.0652 -4.0199 -0.05 0.00 0.02 0.12
H -2.1912 3.3728 -2.6604 0.00 0.00 -0.01 0.13
H 2.8666 2.3684 -0.5311 -0.05 -0.03 0.07 0.15
H 3.3366 2.5016 1.6370 -0.01 0.00 0.00 0.13
H 5.0629 1.5108 3.0905 0.01 0.00 -0.01 0.13
H 5.1998 -0.9235 3.4069 -0.03 -0.02 0.02 0.13
H 4.2318 -3.2472 2.8843 0.00 -0.01 0.01 0.14
H 2.4793 -4.5695 1.7260 -0.04 0.01 -0.04 0.13
H 0.6516 -3.3561 0.5018 -0.04 -0.02 0.01 0.12
H 2.7343 3.8739 -2.2112 -0.01 0.00 -0.04 0.12
N -3.2500 -2.4209 -2.8036 0.13 -0.06 0.01 0.20
C -2.5132 -1.4539 -1.8913 0.13 -0.05 0.06 -0.49
C -3.3536 -0.1941 -1.7269 -0.11 0.00 0.05 -0.06
P -2.4178 -2.3586 -0.2842 -0.28 -0.34 -0.23 0.35
O -1.4692 -3.6027 -0.6381 0.09 0.05 0.07 -0.12
O -3.7759 -2.7902 0.0702 0.12 0.07 0.05 -0.23
O -1.6164 -1.4719 0.6906 -0.14 0.48 -0.27 -0.41
P -0.8407 -1.2690 -2.6728 -0.82 0.30 -0.95 0.38
O -0.9608 0.1082 -3.4848 0.14 -0.28 0.29 -0.10
O -0.6679 -2.4291 -3.5652 0.15 0.00 0.20 -0.24
O 0.1740 -1.0786 -1.5346 0.46 0.57 1.31 -0.38
H -3.8620 -3.0279 -2.2428 -0.05 0.03 -0.03 0.16
H -2.5261 -2.9641 -3.3157 -0.06 -0.02 0.03 0.14
H -3.8269 -1.9216 -3.4822 0.02 0.02 -0.03 0.18
H -4.3430 -0.4518 -1.3454 0.00 -0.02 0.00 0.10
H -3.4466 0.3289 -2.6798 0.01 0.01 0.02 0.10
H -2.8897 0.4946 -1.0243 -0.01 0.01 -0.06 0.06
H -1.8897 -4.4478 -0.4247 -0.02 -0.03 -0.03 0.11
H -0.5752 0.0185 -4.3682 -0.03 0.05 -0.07 0.11
C -0.5795 -0.7231 3.5940 -0.03 -0.06 -0.09 0.02
C -1.2445 0.4401 2.9574 0.04 -0.07 0.35 -0.39
C -2.3402 1.1272 3.6798 0.11 0.12 -0.04 0.04
O -0.8989 0.8999 1.8540 0.07 -0.14 -0.49 -0.08
H -1.2717 -1.2705 4.2303 -0.01 0.00 0.00 0.12
H 0.2026 -0.3095 4.2414 -0.02 0.02 0.02 0.13
H -0.1230 -1.3858 2.8657 -0.02 -0.02 0.02 0.06
H -2.0969 1.2589 4.7342 0.02 -0.03 0.01 0.12
H -3.2012 0.4506 3.6361 -0.01 0.00 0.00 0.13
H -2.5980 2.0724 3.2121 0.00 0.01 0.00 0.11


65
Properties=species:S:1:pos:R:3:forces:R:3:lowdin_charge:R:1 method="wB97M-V/def2-TZVPD" gap_ev="5.91 / 5.84" s_squared=12.061 charge=-2 e_above_lowest_kcal_mol=88.37 multiplicity=7 total_energy_ha=-4276.29499
Eu 1.0722 0.6458 -0.2677 -0.64 0.77 2.60 1.77
C -5.0289 -1.4658 3.7766 0.38 0.43 -0.37 -0.20
Si -4.1796 -0.1428 2.6670 -0.69 0.13 0.55 0.57
C -4.6230 1.5311 3.4940 0.17 -0.56 -0.40 -0.18
C -5.0593 -0.2549 0.9805 0.43 0.09 0.47 -0.21
C -2.3189 -0.3856 2.8546 -0.25 0.06 -0.30 -0.27
C -1.7878 -0.8567 4.0388 0.01 -0.06 0.01 -0.10
C -0.4108 -0.9517 4.2102 -0.12 0.04 0.09 -0.08
C 0.4004 -0.5581 3.1657 0.29 -0.18 0.18 -0.16
N -0.0671 -0.1007 2.0117 -0.19 0.19 -0.13 -0.08
C -1.4049 -0.0090 1.8451 0.20 -0.11 0.21 -0.79
S -1.9266 0.5851 0.3339 0.00 0.46 -0.65 0.64
H -6.1088 -1.3967 3.6986 -0.27 0.07 -0.09 0.01
H -4.7765 -1.3386 4.8234 0.10 0.07 0.27 0.01
H -4.7368 -2.4700 3.4921 0.09 -0.27 -0.13 0.02
H -5.7002 1.6626 3.5483 -0.25 0.01 -0.03 0.01
H -4.2090 2.3609 2.9322 0.12 0.19 -0.16 0.02
H -4.2288 1.5896 4.5059 0.11 -0.09 0.13 0.02
H -6.1395 -0.2179 1.1067 -0.19 -0.03 0.21 0.02
H -4.8130 -1.1804 0.4716 0.10 -0.24 -0.10 0.02
H -4.7575 0.5586 0.3324 0.06 0.13 -0.07 -0.01
H -2.4563 -1.1541 4.8370 0.00 -0.06 0.13 0.09
H 0.0177 -1.3098 5.1344 0.06 -0.05 0.02 0.09
H 1.4779 -0.6237 3.2399 0.08 0.07 0.00 0.07
S -0.1710 -2.9951 0.2728 0.53 0.15 0.61 0.56
C -0.9220 -2.6612 -1.1638 -0.63 -0.90 0.03 -0.97
N -2.1148 -2.0522 -1.2918 0.23 0.03 -0.30 -0.01
C -2.4061 -1.7872 -2.6915 -0.38 -0.02 -0.27 -0.18
C -1.2428 -2.4705 -3.4390 -0.03 0.02 -0.39 -0.17
N -0.5091 -3.1380 -2.3730 -0.02 0.29 0.07 0.01
H -2.3576 -1.3309 -0.6041 0.20 -0.27 -0.02 0.00
H -2.4359 -0.7109 -2.9043 0.04 -0.30 0.12 0.02
H -3.3770 -2.2261 -2.9498 0.09 0.01 -0.09 0.10
H -0.6150 -1.7315 -3.9510 -0.18 -0.19 0.02 0.06
H -1.5846 -3.2172 -4.1653 -0.06 0.21 0.02 0.10
H 0.4899 -3.2371 -2.4768 -0.03 -0.03 0.17 0.12
N 3.9544 1.7355 -3.6544 -0.30 0.16 -0.19 0.20
C 5.0570 1.1537 -3.1680 -0.14 0.00 -0.06 -0.52
O 6.1839 1.3824 -3.5912 0.31 0.08 0.07 0.01
C 4.8124 0.1642 -2.0751 -0.03 -0.33 0.28 -0.13
C 5.7028 0.0437 -1.0125 -0.12 -0.14 -0.11 -0.01
C 5.4805 -0.9376 -0.0619 0.04 -0.02 -0.23 -0.09
C 4.3514 -1.7343 -0.1827 0.21 -0.15 -0.10 -0.20
N 3.4861 -1.6207 -1.1817 -0.14 -0.43 0.09 0.06
C 3.7239 -0.7105 -2.1183 0.49 0.30 -0.17 -0.12
H 4.0569 2.4059 -4.3987 0.07 -0.10 0.06 0.12
H 3.0222 1.5734 -3.2725 0.42 0.17 -0.02 0.04
H 6.5461 0.7164 -0.9433 0.06 0.01 -0.04 0.12
H 6.1488 -1.0680 0.7756 -0.02 0.05 0.10 0.10
H 4.1208 -2.5017 0.5473 0.02 0.09 0.11 0.10
H 3.0417 -0.7145 -2.9599 0.12 0.12 0.06 0.07
O 0.0447 2.6807 0.5425 0.30 1.35 -0.06 -0.26
N 0.1419 3.9449 0.3838 -1.87 -2.42 0.88 0.01
C 1.2677 4.4703 -0.0772 2.20 1.33 -0.98 -0.36
C 1.3683 5.8556 -0.2398 0.07 -0.33 -0.05 -0.26
N 1.4870 6.9945 -0.3576 0.02 0.82 -0.09 0.09
C 2.3631 3.6255 -0.3374 -0.87 0.02 0.70 -0.20
N 3.0630 2.7046 -0.3809 0.58 -0.23 -0.34 0.12
O 1.4882 -0.2061 -4.0574 -0.28 0.19 0.50 -0.42
S 0.6771 0.4347 -3.0229 -0.44 0.01 -3.64 -0.02
O 0.3850 -0.5284 -1.9176 -0.15 -0.86 -0.35 -0.60
O 1.4507 1.5381 -2.3487 -0.13 -0.11 0.25 -0.57
S -0.9716 1.1118 -3.8026 -0.15 0.45 0.10 0.29
N 3.6477 0.2537 2.1574 -0.22 -0.04 -0.14 -0.05
C 2.9125 0.2698 1.2579 0.60 -0.06 1.01 -0.44